{"formula": "C58H102N6O26", "method": "ωB97M-V with the def2-TZVPD basis set", "species": ["H", "H", "O", "O", "C", "O", "C", "H", "H", "O", "H", "C", "H", "C", "H", "O", "O", "H", "H", "C", "H", "H", "H", "H", "H", "H", "H", "H", "H", "H", "H", "O", "H", "C", "H", "H", "C", "H", "C", "C", "O", "H", "C", "C", "H", "H", "O", "O", "H", "O", "H", "H", "C", "H", "H", "H", "H", "C", "H", "C", "H", "C", "C", "N", "C", "N", "H", "C", "O", "C", "H", "O", "H", "H", "H", "H", "O", "H", "C", "H", "H", "H", "H", "H", "N", "C", "C", "H", "H", "H", "O", "H", "C", "H", "C", "H", "H", "C", "O", "H", "C", "O", "C", "H", "O", "H", "H", "C", "H", "C", "C", "H", "C", "H", "N", "C", "C", "C", "H", "H", "H", "H", "C", "C", "C", "H", "H", "C", "O", "H", "H", "C", "H", "H", "H", "H", "C", "C", "C", "C", "O", "H", "H", "C", "C", "H", "H", "H", "C", "H", "H", "H", "O", "H", "O", "O", "C", "H", "H", "O", "H", "O", "C", "C", "H", "C", "C", "N", "C", "H", "H", "H", "H", "H", "C", "H", "C", "H", "C", "C", "C", "H", "O", "C", "H", "H", "H", "N", "H", "H", "H", "H"], "coordinates": [[-0.8550, 3.3767, -0.4262], [3.5740, 0.8394, 5.6306], [4.7758, -1.5604, -3.4848], [0.1817, -1.3881, -0.3526], [-4.2807, 4.2425, 1.6109], [6.8012, 1.6970, -0.7573], [-4.5913, 4.8955, 2.9023], [0.1476, 6.2130, -0.3815], [4.2931, -5.5625, -3.1518], [1.8236, 2.4049, 3.6448], [-4.1497, 0.6686, 5.2572], [0.9087, 2.4402, -3.9936], [-0.1935, 3.0978, 1.8394], [-3.1729, 3.2537, 1.9397], [-3.7739, 4.9119, 0.8463], [-3.2548, -5.8296, -0.5171], [1.1595, -3.0597, 6.5542], [2.5642, -6.2403, -1.6832], [-1.2408, 0.4250, -5.5878], [1.5798, -4.0528, -3.4774], [-4.4348, -5.1934, -2.3647], [-3.3687, -4.3393, 2.2757], [1.8386, -2.5140, 3.2005], [-2.1008, -2.7247, -2.6617], [-3.5792, -1.9555, -0.5385], [0.1477, 1.3901, -0.7859], [-0.5430, -5.0676, 6.3697], [0.5897, -4.9638, -1.8346], [-5.4935, -1.0441, 4.7012], [3.7374, 5.4604, -2.3487], [-0.9108, 2.2583, -2.9583], [2.8686, -4.2681, -3.8866], [2.6771, 4.1736, -2.3336], [3.4708, -3.7972, 3.7962], [3.2654, -4.8545, -0.7721], [-2.3145, -1.7404, 0.6275], [3.6766, 4.6946, -0.4466], [2.6264, 2.9303, 6.8065], [-1.6440, -0.1815, -4.7513], [-0.1214, 4.0772, -0.0347], [-4.0978, -0.7809, 0.8804], [3.7325, 1.7788, -5.1503], [-1.5885, -4.4321, 1.1271], [-0.2047, 3.0806, -3.2574], [-1.0935, 2.8764, -6.0940], [2.3208, -1.7156, -4.8590], [4.2212, -4.0534, 1.6508], [4.9830, 0.0957, -4.9978], [-5.6455, 0.3792, -4.2593], [-2.5695, 2.5038, 1.2132], [-3.6462, 4.1064, 4.7997], [4.4962, 1.0695, -6.6978], [1.4983, 2.9641, 4.9678], [-2.3348, -0.4156, -1.7933], [2.7368, -4.6095, 3.9171], [0.6023, -0.2773, 5.9921], [6.7558, 0.5144, -3.4640], [-5.1092, -5.5091, 0.8864], [4.3562, -3.9256, -2.5280], [3.2344, -3.0990, 1.6074], [0.7931, 3.9132, -0.5220], [1.1156, 0.3513, 0.8894], [-0.6514, 5.5286, -0.3040], [-0.1201, -2.0264, 4.9540], [-4.0401, -3.3026, -2.8684], [5.2261, 0.1380, -1.1742], [-1.0804, -3.8366, 1.9255], [4.2228, -0.8144, -4.2734], [-1.0068, 5.0019, 1.9712], [2.8491, 2.9675, 5.7405], [4.8399, -5.3076, 3.0728], [0.8433, 2.5961, -5.3560], [-6.6749, -5.1152, -2.0390], [-4.6161, 5.9877, 2.8200], [-5.7613, -4.8988, 0.2523], [3.4182, -1.7025, 3.1027], [-2.6872, -1.2195, 3.5340], [-2.1671, -4.0972, -3.7135], [6.4226, 0.7509, -1.4399], [-1.0341, -5.3215, 0.9153], [-1.5020, -3.8617, 0.2265], [-1.9154, 4.0036, -4.2098], [3.7486, -3.4659, 4.7829], [2.1784, 0.1879, 1.1383], [-3.0806, -0.0027, -4.5532], [-3.8825, -1.8267, 3.7439], [-4.6710, 0.3306, 0.4676], [5.7399, 4.2126, 2.0761], [-5.2650, 1.8328, -3.4124], [-1.9802, 0.5676, -0.3553], [0.6500, -3.7555, -4.2381], [0.3297, 3.5298, -2.4611], [0.6852, -0.7527, 5.0259], [-1.8821, 0.5018, 4.1478], [-4.0581, 0.6944, -0.8806], [8.2317, 0.5236, -2.4851], [-2.4016, -4.4250, -2.0125], [-0.5590, -4.3075, 5.5754], [3.4396, 1.1818, 2.7918], [-1.5362, -4.1821, 5.1597], [1.4718, -4.4063, -1.9871], [-0.2126, -1.4339, 1.8384], [2.7308, -5.1288, -1.6726], [-3.9523, 1.7825, -0.8645], [-2.7801, 3.3029, 3.2228], [4.3547, 3.7413, -2.3320], [-0.0133, -4.8109, 4.7150], [3.6378, 4.4866, -1.9233], [4.9453, 1.0138, 0.7342], [0.3511, -0.9589, 0.9202], [-3.4088, 4.4811, 3.7819], [1.2219, 4.0509, 4.7898], [-3.6517, 1.2200, -4.5491], [-0.8316, -2.1552, 4.2841], [4.6929, 4.2117, 0.2837], [-5.0978, 1.2589, -4.3582], [-2.7554, 0.2701, 3.5679], [-6.3289, -4.2215, -2.5903], [-5.5289, 1.8617, -5.1788], [1.7925, 1.4607, -0.9817], [0.0406, 4.2225, -6.2653], [2.3049, -0.2421, -3.8540], [-2.6123, -3.6866, -2.7862], [7.2255, 0.1706, -2.5559], [-0.3205, 3.4582, -5.5992], [4.6427, 2.0220, 4.9944], [0.9660, 4.5721, 1.7586], [2.7956, -0.7694, -4.6806], [2.7923, -2.6995, 0.5682], [-2.5059, 0.5260, 2.5668], [-6.6909, -4.2359, -3.6316], [2.9931, 1.6852, 3.7484], [7.1757, -0.8913, -2.6876], [-5.0924, 3.7695, 1.0802], [1.7931, -1.1043, -1.4317], [0.6566, 0.9132, 1.6759], [-1.3942, 5.7955, 0.9593], [-0.8383, 3.9880, -4.2719], [1.0234, 0.7844, -0.5436], [4.3865, 0.5897, -0.1186], [2.8321, 5.3851, 0.0808], [-2.7202, 5.3572, 3.9015], [3.3210, 3.8971, 5.4764], [3.5901, 1.8000, 5.1401], [0.2561, -3.0538, 5.7627], [4.3352, 5.3812, 2.0343], [-5.4296, -6.5446, 0.6982], [-0.4224, 4.9651, -4.0859], [-3.6906, -5.4159, 0.5543], [0.3576, -0.4387, -2.2036], [3.8422, -0.2599, 0.3053], [2.9441, -0.6283, -6.7787], [-3.0240, 2.2062, -4.6937], [4.1507, 3.5927, 2.2172], [-2.2712, 6.6111, 1.1058], [-4.5085, -2.2517, -3.2613], [0.8945, -0.5465, -1.2434], [-4.6238, 0.4753, -1.7624], [4.9679, -0.5971, -1.8208], [-5.4919, 0.9449, 1.0932], [0.7241, 2.3951, 5.3887], [-4.0248, -3.0131, 3.6560], [-4.8972, -0.7689, 3.8462], [-4.1303, 0.5402, 4.1841], [5.1652, 3.4117, -0.1747], [-3.0612, -1.1969, 0.0337], [0.0511, 4.0953, 1.4238], [-2.9503, -4.6827, 1.4351], [4.0188, 0.8709, -5.7481], [-1.1402, 0.0190, -3.8445], [-5.4753, -0.7118, 2.9066], [-6.7605, -3.3717, -2.0403], [1.9403, 0.7064, -5.9546], [1.7748, -0.9840, 5.0063], [-2.7337, -0.0475, -0.8658], [-5.6127, 4.5899, 3.2835], [4.6541, -4.2292, 2.9785], [1.2472, -3.4519, -1.4806], [3.6493, -4.7543, -2.8067], [2.8970, -2.6574, 2.9605], [4.7007, 4.3682, 1.7378], [-3.5390, -0.7785, -4.0531], [1.7998, 1.8051, -3.4899], [2.7969, 0.0475, -5.9312], [0.3919, -0.1330, 4.2210], [-1.3037, 5.7381, -1.1326], [-4.6011, 1.4499, 3.8323], [-4.8814, -4.3113, -2.5459], [5.6365, -3.7629, 3.0993], [3.6685, 1.3907, -0.3692], [-5.3584, -5.3916, 1.9250], [-1.4268, -1.1989, -5.0551]], "atomic_forces_ev_per_a": [[-0.1, -0.2, 0.5], [-0.4, -0.3, 0.4], [-0.8, 0.7, -0.5], [-0.9, -0.6, 0.4], [1.7, -0.1, -2.0], [0.0, 0.3, -0.3], [-1.4, 0.5, 1.1], [1.2, 0.8, 0.1], [-0.3, -0.1, -0.2], [0.3, -0.1, 1.5], [0.7, -0.2, 0.4], [0.8, -1.3, -1.2], [0.6, 0.7, 0.2], [0.8, -0.9, -0.4], [-0.8, -0.5, 1.0], [0.3, -0.2, 0.3], [1.4, 0.9, 0.7], [0.1, 1.0, 0.1], [-0.4, 0.1, 0.7], [-1.5, -0.7, -1.2], [-0.2, -0.2, 0.4], [-0.1, 0.3, 0.4], [0.1, 0.1, -0.7], [0.4, -0.4, 0.4], [0.3, -0.6, -0.7], [-0.5, -0.3, 0.4], [0.1, 0.8, 0.1], [-1.0, -0.8, 0.0], [-0.9, 0.0, 0.0], [0.7, 0.7, -0.5], [0.7, 0.7, 0.1], [-1.7, 0.3, -0.4], [-0.3, -0.2, 0.7], [0.1, 0.6, 1.0], [-0.4, 0.0, 0.4], [0.1, 0.8, -0.2], [-0.2, 0.0, 0.4], [0.4, 0.0, 0.0], [-0.7, 0.1, -1.4], [-1.4, 1.7, -1.6], [-0.6, 0.2, 2.3], [0.7, -0.6, -0.7], [1.2, 1.1, 0.9], [-0.8, -1.5, -0.8], [0.1, -0.2, -0.1], [0.1, -0.7, 0.5], [-0.8, 1.0, -1.3], [-1.8, -0.8, 0.9], [-0.5, -1.8, 0.0], [-0.5, -0.2, -0.7], [-0.3, 0.7, -0.4], [0.1, 0.6, 0.0], [1.7, 2.3, -1.6], [0.0, 0.1, -0.6], [0.3, 0.2, -0.2], [-0.6, 0.2, 0.3], [0.1, 0.4, -0.5], [-2.0, -1.7, 0.1], [-0.7, -0.6, -0.1], [0.3, -0.4, -1.3], [1.4, -0.2, -0.6], [0.9, -0.8, 0.4], [-0.1, -1.6, 0.5], [2.6, 1.4, 1.7], [-1.4, -2.2, -0.5], [1.2, 0.4, -0.8], [-0.6, -0.6, -0.5], [2.3, -1.2, -0.1], [0.7, -0.4, -1.1], [-1.7, -0.5, 0.0], [0.0, 0.2, 0.2], [-1.0, 0.7, 1.8], [-0.1, 0.3, -0.6], [0.0, -0.2, 0.0], [0.4, 0.2, 0.1], [0.0, -0.1, 0.2], [0.1, -0.5, 0.4], [-0.7, 0.2, 0.1], [-0.7, -0.5, 1.2], [0.3, -0.8, 0.2], [0.0, 0.6, -0.7], [-0.1, 0.1, -0.2], [0.0, 0.0, 0.5], [-0.7, 0.0, 0.2], [0.4, -1.2, 0.1], [1.3, 1.3, -1.8], [-0.1, 0.7, -1.4], [-0.3, 0.4, -0.2], [0.0, -0.2, -0.8], [0.0, 0.1, -0.3], [2.5, -0.2, 1.6], [-0.3, 0.6, 1.2], [0.4, -2.3, 0.5], [0.1, 0.6, 0.6], [0.6, 1.2, 0.2], [0.6, 0.2, 0.0], [-0.1, 0.4, 0.2], [1.2, -1.5, -1.8], [1.2, -1.5, -1.8], [-0.8, 0.3, 0.1], [-0.4, 1.9, -0.7], [-0.6, -1.3, 1.7], [0.7, -1.5, 0.2], [0.2, -0.1, -0.1], [-0.9, 1.5, -0.4], [-0.1, 0.8, 0.3], [-0.5, 0.3, 0.8], [0.3, -1.4, -0.9], [0.2, -0.3, -0.6], [0.6, 1.7, -2.1], [0.1, 0.1, 2.4], [-0.2, -1.5, 0.2], [-0.7, -3.7, 0.5], [-0.8, 0.2, -0.8], [0.6, -1.3, -0.8], [-1.3, 2.6, 0.7], [0.2, -2.2, 0.9], [-0.1, -0.8, 0.3], [0.2, -0.2, 0.4], [0.0, -1.0, 0.6], [0.0, 0.4, -0.2], [-0.2, -0.2, -0.2], [1.4, 0.8, -0.5], [-0.4, 0.4, -0.3], [-0.1, -0.4, -0.8], [0.2, 0.0, 0.0], [0.4, -0.5, -0.1], [-0.4, 0.3, 0.7], [0.0, 0.0, -0.4], [-0.6, 0.8, -0.8], [-0.1, 0.1, 0.5], [-1.4, 1.7, 1.3], [0.0, -0.7, 0.5], [-0.2, -0.4, 0.1], [1.0, 0.3, -0.2], [0.0, 0.9, 0.2], [-0.6, 0.9, 0.5], [0.6, 0.6, 0.2], [0.0, 1.4, -1.0], [-0.5, 0.3, 1.3], [-1.5, 1.0, 0.4], [-0.1, -1.1, -0.4], [0.5, 0.3, 0.2], [0.5, 0.3, -0.7], [-2.0, -0.9, -0.4], [0.3, -0.9, -0.4], [0.1, 0.1, -0.3], [-0.1, 0.6, -0.1], [0.8, 1.6, 0.0], [0.0, -0.3, 0.5], [0.0, 0.1, -0.3], [-0.5, 0.3, -0.1], [2.2, 3.7, -0.8], [-0.9, -0.5, 0.3], [0.0, 0.1, 0.1], [0.3, 1.7, -0.1], [-0.1, 0.0, -1.3], [-0.8, -0.6, -0.2], [-0.3, 0.0, 0.4], [-0.2, -0.2, 0.2], [-1.1, -0.7, 0.7], [0.1, -0.6, 0.4], [-0.9, 1.1, 0.8], [-0.3, -0.4, -0.8], [0.2, 0.7, 0.9], [-0.3, -2.3, -0.6], [-1.3, -0.5, 2.0], [-0.6, -1.3, -1.0], [0.6, 1.6, 0.1], [1.0, 0.4, 0.9], [0.2, -0.1, 0.6], [0.5, 0.0, -0.4], [-0.3, -0.2, -0.7], [-0.7, 0.0, -0.5], [0.8, 0.6, 1.1], [1.3, 0.1, -0.2], [0.5, -1.9, 0.1], [0.6, -0.3, 0.2], [2.0, 1.1, 0.1], [-0.3, -0.1, 1.6], [1.2, 0.7, -0.4], [-0.2, 0.3, -0.6], [0.2, 0.1, 0.0], [0.0, -0.3, -0.1], [-0.2, 0.7, -0.8], [-0.3, -0.4, -0.5], [-0.1, -0.1, -0.6], [0.2, 0.4, 0.2], [-0.4, 0.5, 0.3], [0.2, -0.4, -0.3], [0.1, 0.7, 0.5], [-0.2, -0.3, 0.2]], "homo_energy_ev": -9.159, "total_charge": 0, "e_lumo_ev": 0.3, "orbital_gap_ev": 9.5}